Density functional theory data (ωB97M-V/def2-TZVPD) for a molecular structure, C3H6O2.

Computed properties:
net charge = 0
E_tot = -268.28855 hartree
lowest unoccupied orbital energy = 0.029 Ha
max |F| = 4.7 eV Å⁻¹
highest occupied orbital energy = -10.611 eV

CARTESIAN COORDINATES (ANGSTROEM)
1 C 1.61356 -0.27499 -0.81802
2 C -0.42103 -0.36682 0.19800
3 C -1.56242 0.51859 0.74931
4 H 1.08525 -1.50755 -0.99893
5 H 1.94003 0.26254 -2.00973
6 H 2.47003 -0.23414 0.10243
7 H -2.53541 0.00319 1.01255
8 H -1.20897 1.14603 1.69009
9 H -1.71196 1.50398 0.00789
10 O 0.54081 0.47743 -0.31163
11 O -0.20989 -1.52826 0.37804